No. 1
Density functional theory data (ωB97M-V/def2-TZVPD) for 3 unconnected molecules or ions with the total composition C17H19BF4NO5 at a distorted geometry.

```
! wB97M-V def2-TZVPD RIJCOSX def2/J DEFGRID3
* xyz 1 1
C -2.72 -2.54 -0.06
C -3.87 -1.54 -0.42
B -3.51 -0.17 0.19
O -3.43 0.10 1.51
N -3.15 1.05 -0.75
F -3.24 2.23 -0.03
C -1.78 1.03 -1.37
C -1.65 -0.06 -2.45
C -1.32 0.53 -3.82
F -0.50 1.60 -3.73
F -2.45 0.95 -4.43
F -0.74 -0.38 -4.59
H -2.44 -3.12 -0.94
H -1.82 -2.04 0.32
H -3.06 -3.25 0.71
H -4.81 -1.86 0.05
H -4.06 -1.55 -1.50
H -4.23 -0.11 2.00
H -3.86 1.16 -1.49
H -1.58 2.03 -1.74
H -1.08 0.84 -0.55
H -0.86 -0.77 -2.18
H -2.58 -0.61 -2.58
C -0.35 1.50 4.55
C -0.62 0.96 3.37
C 0.35 1.04 2.25
O 0.10 0.53 1.17
C 1.62 1.75 2.48
C 1.89 2.30 3.67
C 0.93 2.21 4.80
O 1.17 2.71 5.87
H -1.04 1.44 5.39
H -1.54 0.42 3.16
H 2.31 1.80 1.64
H 2.81 2.83 3.87
C 3.77 -0.12 -2.14
C 4.24 -1.26 -2.62
C 4.77 -2.32 -1.72
O 5.19 -3.36 -2.16
C 4.75 -2.05 -0.26
C 4.28 -0.90 0.22
C 3.74 0.15 -0.68
O 3.30 1.19 -0.24
H 3.38 0.67 -2.77
H 4.27 -1.48 -3.68
H 5.15 -2.83 0.38
H 4.26 -0.68 1.28
*
```

## Properties
HOMO energy: -12.310 eV
Maximum force: 1.28 eV/A
Gap between HOMO and LUMO: 8.4 eV

---

No. 2
Density functional theory data (ωB97M-V/def2-TZVPD) for C4H12NOP in the gas phase at a distorted geometry.

```
! wB97M-V def2-TZVPD RIJCOSX def2/J DEFGRID3
* xyz 0 1
C 2.39 0.64 -0.29
N 2.24 -0.38 0.76
C 1.20 -1.34 0.30
O 0.00 -0.84 -0.23
P -1.42 -0.45 0.68
C -1.31 1.42 0.42
C -2.54 -0.69 -0.75
H 3.13 1.26 0.11
H 1.39 1.05 -0.34
H 2.62 0.07 -1.10
H 2.02 0.21 1.52
H 1.56 -2.10 -0.55
H 1.08 -2.03 1.16
H -0.45 1.85 0.89
H -1.15 1.70 -0.52
H -2.23 1.77 0.84
H -2.20 -0.12 -1.58
H -2.79 -1.65 -0.84
H -3.54 -0.36 -0.47
*
```

## Properties
HOMO energy: -9.135 eV
Relative energy (zero: lowest compared OMol25 entry of this formula, charge and spin): 84.1 kcal/mol
Maximum force: 4.27 eV/A
Gap between HOMO and LUMO: 10.2 eV

---

No. 3
Density functional theory data (ωB97M-V/def2-TZVPD) for CH8O2Si2 in the gas phase at a distorted geometry.

```
! wB97M-V def2-TZVPD RIJCOSX def2/J DEFGRID3
* xyz 0 1
O 0.12 1.30 1.15
C 0.13 0.45 0.04
O 0.34 1.33 -1.12
Si 1.77 -0.59 0.03
Si -1.43 -0.69 0.11
H -0.70 1.80 1.12
H -0.49 1.77 -1.56
H 2.70 0.41 -0.06
H 1.65 -1.66 1.18
H 1.75 -1.32 -1.24
H -1.63 -1.48 1.37
H -2.54 0.29 -0.06
H -1.68 -1.61 -0.96
*
```

## Properties
HOMO energy: -9.626 eV
Relative energy (zero: lowest compared OMol25 entry of this formula, charge and spin): 50.7 kcal/mol
Maximum force: 3.37 eV/A
Gap between HOMO and LUMO: 10.3 eV

---

No. 4
Density functional theory data (ωB97M-V/def2-TZVPD) for C14H20BrNO3 in the gas phase.

```
! wB97M-V def2-TZVPD RIJCOSX def2/J DEFGRID3
* xyz 0 1
Br 7.67 1.53 -0.09
C 6.16 0.37 -0.10
C 6.35 -1.00 0.04
C 5.25 -1.83 0.04
C 3.96 -1.31 -0.10
O 2.96 -2.23 -0.11
C 1.64 -1.81 -0.35
C 1.01 -1.04 0.84
O 0.60 0.26 0.48
C -0.63 0.35 -0.20
C -1.84 0.22 0.75
N -3.02 0.82 0.17
C -4.05 1.08 1.17
C -5.22 1.81 0.51
O -5.77 1.04 -0.54
C -4.78 0.76 -1.50
C -3.60 0.02 -0.89
C 3.79 0.06 -0.23
C 4.89 0.90 -0.23
H 7.35 -1.40 0.15
H 5.37 -2.90 0.14
H 1.60 -1.19 -1.25
H 1.10 -2.74 -0.54
H 1.77 -0.90 1.61
H 0.18 -1.60 1.27
H -0.65 1.35 -0.64
H -0.68 -0.40 -1.00
H -2.01 -0.83 1.03
H -1.59 0.78 1.66
H -3.62 1.72 1.95
H -4.41 0.15 1.63
H -6.02 1.97 1.23
H -4.87 2.77 0.12
H -5.27 0.16 -2.27
H -4.42 1.70 -1.95
H -2.84 -0.15 -1.67
H -3.94 -0.96 -0.51
H 2.81 0.50 -0.32
H 4.76 1.97 -0.33
*
```

## Properties
HOMO energy: -8.429 eV
Relative energy (zero: lowest compared OMol25 entry of this formula, charge and spin): 0.0 kcal/mol
Maximum force: 0.42 eV/A
Gap between HOMO and LUMO: 9.2 eV

---

- Number 2 is which compound?
  C4H12NOP